Version P
ORCA calculation (the ωB97M-V functional and the def2-TZVPD basis) on a 9-piece molecular cluster, C36H72O18 overall.

Properties
Gap between HOMO and LUMO: 10.81 eV
LUMO level: 0.7 eV

Geometry as ORCA input:
```
! RIJCOSX wB97M-V def2-TZVPD def2/J DEFGRID3
* xyz 0 1
O 2.827 3.649 -5.527
O -0.785 -5.522 -2.873
O -0.359 1.469 4.231
O 1.784 3.967 3.314
O -0.853 2.335 -4.726
O 3.211 -3.005 1.739
O -0.034 2.683 6.150
O 2.792 -4.884 2.924
O -0.573 -3.740 -4.240
O 3.193 3.107 1.795
O -2.117 -2.787 3.326
O -2.380 4.066 0.215
O -2.075 2.995 -6.428
O -3.495 -3.173 1.584
O -0.603 -2.662 -0.534
O -0.485 -0.595 -1.313
O 3.090 2.086 -3.999
O -3.450 3.297 2.027
C -2.837 -0.974 1.956
C 0.553 -0.887 0.716
C 2.588 2.700 -1.661
C -1.095 3.163 -5.533
C 1.300 -4.469 -2.891
C 2.703 -4.080 1.832
C 2.732 5.986 3.967
C -2.231 2.366 5.274
C 1.023 1.063 4.198
C 2.267 2.948 -3.144
C -1.906 -4.253 3.357
C 1.218 -0.213 4.962
C -2.774 -1.273 -2.326
C 4.221 -5.493 4.886
C 4.090 1.658 -6.079
C -2.813 -6.445 -2.098
C 2.061 3.343 2.168
C 2.823 4.501 4.111
C -2.211 -5.516 -3.075
C -0.762 2.210 5.284
C 3.298 2.609 -5.207
C 1.884 -4.774 0.810
C -1.873 0.589 -6.962
C 0.808 2.984 1.447
C -2.756 4.134 1.465
C -2.766 2.846 -0.541
C -0.226 -1.519 -0.403
C -2.208 5.397 2.163
C -2.898 -2.410 2.288
C -0.396 4.485 -5.639
C -1.301 -1.062 -2.474
C -0.743 -4.619 4.243
C -2.751 1.711 -6.314
C -0.096 -4.545 -3.444
C 3.622 -4.343 4.078
C -2.575 3.020 -2.027
H 2.356 1.649 -1.397
H 1.369 -0.276 0.364
H 1.030 -4.134 0.524
H -2.351 -0.384 2.751
H 3.608 2.880 -1.398
H 3.035 -3.730 4.778
H 0.032 -0.156 1.351
H -2.085 2.120 -0.113
H 2.135 -0.794 4.706
H -1.670 -4.616 2.340
H -3.625 1.816 -6.968
H -2.155 6.276 1.526
H -2.513 2.477 6.300
H -3.024 1.433 -5.281
H -1.533 3.140 -2.391
H 1.874 -3.872 -3.616
H -0.954 -2.029 -2.865
H 1.241 -3.931 -1.958
H 3.510 6.458 4.636
H -3.086 -2.185 -1.766
H 1.238 2.677 -3.351
H -0.516 4.999 -4.688
H 0.893 2.013 0.946
H 0.617 3.745 0.712
H 1.242 0.909 3.142
H -1.277 0.928 -7.799
H 4.407 -5.211 5.907
H -2.910 5.577 2.975
H 2.514 4.008 -3.474
H 2.536 -5.011 0.008
H -3.830 -0.531 1.899
H 4.384 -3.677 3.730
H 1.370 0.063 6.028
H 1.819 -5.435 -2.733
H -2.438 -6.291 -1.052
H -0.772 5.135 -6.414
H -2.864 -4.717 3.693
H -3.162 -1.570 -3.301
H -1.167 -0.276 -3.230
H 4.887 1.105 -5.570
H -3.063 3.933 -2.287
H -0.735 -5.710 4.469
H 2.578 4.239 5.131
H 4.536 2.299 -6.832
H -3.794 2.588 -0.336
H -2.559 3.292 4.772
H -0.032 3.020 2.122
H -2.676 -7.542 -2.191
H -1.205 5.251 2.550
H -2.310 -0.866 0.991
H 0.932 -1.609 1.432
H -3.428 -0.428 -1.979
H -2.629 -4.496 -2.989
H 3.838 4.152 3.828
H -2.375 -5.673 -4.144
H -3.073 2.287 -2.603
H 5.109 -5.958 4.483
H -3.884 -6.239 -2.036
H 1.649 1.867 4.573
H -0.793 -4.237 5.280
H 1.928 3.274 -1.033
H 0.426 -0.947 4.841
H 3.046 6.318 3.008
H 0.644 4.345 -5.702
H 3.399 0.854 -6.424
H 3.524 -6.316 4.841
H -2.713 1.507 4.781
H -2.505 -0.216 -7.359
H 1.762 6.336 4.258
H -1.219 0.180 -6.238
H 1.549 -5.773 1.032
H 0.248 -4.439 3.758
*
```

Version Q
ORCA calculation (the ωB97M-V functional and the def2-TZVPD basis) on a 9-piece molecular cluster, C36H72O18 overall.

Properties
Gap between HOMO and LUMO: 10.61 eV
LUMO level: 0.4 eV

Geometry as ORCA input:
```
! RIJCOSX wB97M-V def2-TZVPD def2/J DEFGRID3
* xyz 0 1
O 6.816 -18.650 2.643
O -2.277 -24.500 -3.202
O 4.863 -13.074 3.503
O 5.131 -17.246 2.189
O 0.655 -19.402 -4.201
O -5.515 -16.767 -5.995
O -0.139 -24.119 -3.721
O -0.487 -22.449 2.340
O -3.021 -13.776 0.747
O 2.395 -20.837 -4.139
O 3.710 -12.728 1.625
O -2.043 -22.313 0.735
O -1.314 -16.903 6.792
O -4.382 -15.446 1.398
O -0.311 -16.577 -1.558
O -0.903 -18.242 -0.125
O -5.019 -16.099 -3.916
O -2.339 -18.052 5.155
C -1.691 -22.402 -4.255
C 2.086 -21.581 -5.333
C -5.220 -16.971 -4.721
C -1.426 -20.107 5.865
C -0.890 -17.599 -1.306
C -2.591 -21.518 2.954
C -0.463 -18.270 2.279
C 2.072 -19.506 -2.280
C 2.372 -14.185 0.348
C -1.880 -18.204 -2.262
C 4.567 -12.355 2.579
C 3.596 -17.811 3.985
C 0.012 -17.911 0.900
C -1.734 -22.194 1.887
C -1.783 -16.940 5.689
C 6.066 -18.127 1.874
C -6.727 -14.666 -6.267
C -1.981 -15.708 4.851
C 0.486 -23.029 1.460
C 1.618 -19.883 -3.651
C -2.673 -19.193 5.924
C -2.958 -14.500 -1.554
C 5.182 -10.960 2.486
C -2.011 -25.794 -2.721
C -4.045 -14.286 1.435
C 5.982 -18.514 0.414
C 3.300 -14.075 1.543
C 0.754 -22.160 0.263
C -1.106 -25.972 -1.494
C -5.276 -18.430 -4.369
C -4.843 -13.264 2.208
C -5.531 -15.515 -6.623
C 4.795 -17.000 3.553
C 2.121 -20.837 -6.662
C -1.304 -23.803 -3.792
C -2.351 -14.649 -0.166
H 1.331 -13.893 0.492
H -6.846 -13.821 -6.956
H -1.375 -17.761 2.588
H -4.688 -14.898 -6.288
H -1.869 -17.536 -3.119
H 1.685 -18.611 -1.800
H 3.334 -17.552 5.011
H 1.446 -19.983 -6.611
H -6.672 -14.136 -5.316
H -1.210 -22.284 -5.223
H -7.677 -15.198 -6.366
H 0.126 -24.053 1.323
H 4.456 -15.961 3.562
H -4.521 -18.669 -3.622
H -5.481 -15.609 -7.704
H 1.807 -20.319 -1.597
H -5.036 -19.091 -5.199
H -2.216 -15.651 0.238
H -3.522 -19.682 5.457
H 5.596 -17.113 4.279
H 4.752 -10.476 1.608
H -2.313 -20.464 3.003
H -1.726 -26.436 -3.555
H 5.237 -17.931 -0.123
H -3.038 -13.441 -1.795
H 1.707 -22.444 -0.202
H 1.451 -23.205 1.937
H 1.950 -21.444 -7.551
H 0.901 -18.527 0.707
H -6.278 -18.573 -3.964
H -1.417 -21.143 6.224
H -2.896 -18.243 -1.863
H -0.578 -19.359 2.282
H -5.220 -12.433 1.623
H -2.881 -15.745 4.241
H -1.627 -25.890 -0.536
H 3.160 -19.430 -2.242
H -1.703 -19.245 -2.529
H -0.654 -19.682 6.517
H 2.890 -22.311 -5.363
H -3.967 -14.916 -1.545
H 3.907 -18.860 4.045
H -2.028 -14.849 5.513
H -2.251 -21.936 3.899
H 2.737 -17.759 3.319
H 5.635 -19.550 0.448
H 2.243 -15.189 -0.076
H -5.586 -13.796 2.792
H -1.191 -21.696 -3.591
H -0.897 -20.191 4.914
H 0.360 -16.874 0.910
H 2.711 -13.671 -0.554
H 1.133 -22.068 -5.138
H 2.785 -14.352 2.473
H 6.900 -18.533 -0.166
H -2.801 -19.075 6.999
H -3.639 -21.585 2.691
H 4.966 -10.386 3.379
H -0.529 -26.896 -1.473
H 0.344 -18.068 2.983
H 6.236 -11.188 2.353
H -0.340 -25.202 -1.353
H -1.315 -14.303 -0.232
H -1.103 -15.606 4.209
H -2.376 -15.009 -2.319
H 4.221 -14.670 1.555
H -2.758 -22.212 -4.189
H 3.107 -20.426 -6.902
H 1.029 -21.152 0.590
H -4.125 -12.912 2.961
H -2.937 -26.218 -2.331
H 0.025 -22.105 -0.539
*
```

version P wins, 0.993 eV ahead of the next structure.

Version P
ORCA calculation (the ωB97M-V functional and the def2-TZVPD basis) on a 2-piece molecular cluster, C3H10NS overall.

Properties
Gap between HOMO and LUMO: 6.60 eV
LUMO level: 4.2 eV

Geometry as ORCA input:
```
! RIJCOSX wB97M-V def2-TZVPD def2/J DEFGRID3
* xyz -1 1
S 0.624 -0.493 -1.049
N -2.495 -0.845 0.414
C -2.344 -1.643 1.604
C 2.306 1.720 -1.486
C 1.744 0.803 -0.409
H 1.231 1.421 0.347
H 3.027 1.190 -2.103
H -3.229 -2.255 1.787
H -2.200 -0.983 2.454
H 2.575 0.324 0.120
H -2.366 -1.378 -0.440
H -1.481 -2.325 1.621
H 2.793 2.581 -1.027
H 1.523 2.085 -2.144
H -1.707 -0.202 0.311
*
```

Version Q
ORCA calculation (the ωB97M-V functional and the def2-TZVPD basis) on a 2-piece molecular cluster, C3H10NS overall.

Properties
Gap between HOMO and LUMO: 6.79 eV
LUMO level: 4.3 eV

Geometry as ORCA input:
```
! RIJCOSX wB97M-V def2-TZVPD def2/J DEFGRID3
* xyz -1 1
S -0.540 0.577 -1.751
N 2.481 -0.189 -0.537
C -2.518 -0.485 -0.144
C 2.096 0.499 0.674
C -1.173 0.135 -0.177
H 2.163 -1.219 -0.282
H 1.834 0.194 -1.260
H 1.033 0.383 0.991
H -2.920 -0.756 0.852
H -3.319 0.162 -0.577
H -0.549 -0.601 0.410
H -2.447 -1.338 -0.859
H -1.163 0.974 0.509
H 2.717 0.093 1.502
H 2.305 1.571 0.648
*
```

version P wins, 0.442 eV ahead of the next structure.

Version P
ORCA calculation (the ωB97M-V functional and the def2-TZVPD basis) on C18H24N4O3S2 as an isolated structure.

Properties
Gap between HOMO and LUMO: 7.98 eV
LUMO level: -1.2 eV

Geometry as ORCA input:
```
! RIJCOSX wB97M-V def2-TZVPD def2/J DEFGRID3
* xyz 0 1
S -1.496 -0.336 -2.623
S -2.614 -4.991 -2.201
O -0.525 0.684 -2.907
O -1.316 1.991 2.390
O -2.440 -0.694 -3.633
N 0.820 1.398 2.024
N -1.088 -5.367 -1.880
N -2.452 -3.403 -2.340
N -2.334 0.157 -1.287
C 2.360 3.336 2.351
C 0.778 -1.728 -1.973
C -1.683 1.028 -0.348
C 2.188 1.175 -0.031
C -1.172 -3.084 -2.155
C 1.563 -2.862 -1.682
C -2.745 -1.539 0.457
C -0.362 -4.248 -1.877
C -0.510 1.285 1.806
C 2.907 2.522 -0.001
C 2.207 3.585 0.848
C -1.022 0.255 0.805
C -2.099 -0.606 1.477
C -3.309 -0.745 -0.725
C 1.856 0.634 1.365
C 1.265 2.438 2.936
C 1.015 -4.115 -1.635
C -0.566 -1.821 -2.197
H 2.318 4.286 2.887
H -0.954 1.607 -0.916
H -1.995 -2.251 0.102
H 1.605 -4.994 -1.428
H 2.746 0.678 1.997
H 0.377 3.030 3.167
H -4.166 -0.151 -0.389
H 3.346 2.907 2.541
H 1.149 3.635 0.587
H 2.827 0.449 -0.540
H -1.655 -1.188 2.289
H 2.621 -2.731 -1.509
H -2.847 0.059 1.910
H -0.238 -0.386 0.402
H -2.427 1.713 0.073
H 2.985 2.884 -1.028
H 1.561 -0.417 1.297
H 1.267 1.274 -0.606
H 1.233 -0.753 -2.049
H -3.627 -1.407 -1.531
H 3.923 2.385 0.377
H 1.620 1.977 3.865
H -3.552 -2.105 0.924
H 2.653 4.553 0.609
*
```

Version Q
ORCA calculation (the ωB97M-V functional and the def2-TZVPD basis) on an isolated molecule of C18H24N4O3S2.

Properties
Gap between HOMO and LUMO: 9.08 eV
LUMO level: 0.4 eV

Geometry as ORCA input:
```
! RIJCOSX wB97M-V def2-TZVPD def2/J DEFGRID3
* xyz 0 1
S -1.696 -3.669 -2.718
S 1.320 3.910 0.855
O 1.797 3.507 2.146
O -1.110 -0.308 -4.078
O 2.158 4.729 0.028
N -0.976 -5.205 -0.751
N 0.095 -1.009 -2.261
N -0.087 4.757 1.033
N 0.634 -3.619 -1.436
C 1.494 -4.086 -0.531
C -1.392 2.905 2.010
C -2.409 5.155 1.575
C -0.657 -2.647 -3.828
C 2.829 -3.421 -0.456
C 0.942 0.059 -0.306
C -0.672 4.885 3.369
C 1.227 1.192 0.429
C -1.136 4.416 1.989
C -0.552 -4.214 -1.515
C 0.050 1.430 -2.081
C -0.630 -6.784 1.029
C 0.347 0.168 -1.566
C 0.922 2.436 -0.089
C 0.346 2.558 -1.339
C 1.143 -5.140 0.301
C -0.597 -1.180 -3.417
C -0.140 -5.672 0.166
H -1.406 4.622 4.127
H 2.911 -2.643 -1.210
H 2.977 -2.984 0.531
H -0.532 5.963 3.367
H -1.659 2.543 1.019
H -0.399 5.131 0.153
H 0.278 4.416 3.606
H -2.219 6.224 1.510
H 1.173 -0.920 0.089
H 1.687 1.135 1.402
H -2.207 2.678 2.694
H -0.499 2.389 2.347
H -1.128 -2.721 -4.807
H -2.762 4.801 0.608
H -3.192 4.987 2.310
H -0.405 1.513 -3.053
H 0.028 -7.647 0.937
H 3.617 -4.156 -0.614
H 0.337 -3.093 -3.845
H 0.443 -1.875 -1.829
H 0.144 3.541 -1.735
H -1.637 -7.059 0.731
H -0.632 -6.472 2.072
H 1.834 -5.525 1.033
*
```

version Q wins, 0.948 eV ahead of the next structure.

Version P
ORCA calculation (the ωB97M-V functional and the def2-TZVPD basis) on a 2-piece molecular cluster, C4H8F2N2 overall.

Properties
Gap between HOMO and LUMO: 9.87 eV
LUMO level: 0.8 eV

Geometry as ORCA input:
```
! RIJCOSX wB97M-V def2-TZVPD def2/J DEFGRID3
* xyz 0 1
F -1.582 -0.662 -2.504
F 0.544 -0.893 -2.005
N -0.366 1.594 -1.539
N -0.910 -1.004 -0.242
C 0.671 -0.162 1.653
C -0.631 -0.497 -1.489
C 0.822 1.138 1.443
C -0.029 -1.289 0.892
H -0.692 -1.731 1.599
H 0.760 1.662 -1.494
H 0.288 1.560 0.651
H 1.539 1.815 2.114
H -0.606 1.831 -2.444
H 1.239 -0.560 2.622
H 0.724 -2.113 0.681
H -1.769 -0.690 0.063
*
```

Version Q
ORCA calculation (the ωB97M-V functional and the def2-TZVPD basis) on an isolated molecule of C4H8F2N2.

Properties
Gap between HOMO and LUMO: 9.51 eV
LUMO level: 0.9 eV

Geometry as ORCA input:
```
! RIJCOSX wB97M-V def2-TZVPD def2/J DEFGRID3
* xyz 0 1
F -3.415 -0.086 -0.583
F 1.270 1.600 -0.286
N 0.342 -1.437 -0.159
N -0.899 -0.896 -0.305
C -1.227 0.173 0.318
C 2.014 0.436 -0.490
C -2.607 0.708 0.202
C 1.496 -0.719 0.346
H 1.976 0.192 -1.568
H 1.313 -0.388 1.367
H -2.572 1.731 -0.244
H -3.073 0.786 1.198
H 0.582 -2.094 -0.935
H 2.306 -1.445 0.434
H 3.040 0.658 -0.242
H -0.546 0.781 0.947
*
```

version Q wins, 1.920 eV ahead of the next structure.